Entry 1:
Density functional theory data (ωB97M-V/def2-TZVPD) for the molecule C2H4N2S at a distorted geometry.

Calculated values
* total energy: -15952.595 eV

ORCA input file:
```
! wB97M-V def2-TZVPD RIJCOSX def2/J DEFGRID3
* xyz 0 1
H 1.898 1.399 -0.431
N 1.158 1.724 0.403
C 0.321 0.790 0.488
N -0.115 -0.016 -0.520
C -0.763 -1.155 -0.130
S -1.680 -1.462 1.196
H -0.397 0.834 1.282
H 0.502 -0.345 -1.245
H -0.924 -1.768 -1.042
*
```

=====

Entry 2:
Density functional theory data (ωB97M-V/def2-TZVPD) for C18H25Cl2FeN5O2 as an isolated structure.

Calculated values
* total energy: -90049.696 eV

ORCA input file:
```
! wB97M-V def2-TZVPD RIJCOSX def2/J DEFGRID3
* xyz 0 1
Fe -0.453 0.713 -0.271
C -1.822 2.700 -1.928
C -0.798 1.987 -2.830
N -0.638 0.596 -2.431
C -1.730 -0.316 -2.789
C -1.972 -1.322 -1.672
N -1.985 -0.700 -0.332
C -3.216 -0.052 0.094
C -3.368 1.296 -0.602
N -2.071 1.993 -0.657
H -2.767 2.840 -2.462
H -1.438 3.695 -1.714
H 0.175 2.460 -2.704
H -1.090 2.105 -3.883
H 0.251 0.204 -2.715
H -1.499 -0.859 -3.712
H -2.630 0.262 -3.000
H -1.150 -2.034 -1.680
H -2.903 -1.874 -1.861
H -1.727 -1.381 0.371
H -3.102 0.112 1.167
H -4.104 -0.679 -0.053
H -4.136 1.874 -0.078
H -3.736 1.182 -1.620
H -1.963 2.635 0.117
N 0.530 4.296 1.805
C 0.534 3.060 1.253
O 0.380 2.930 0.030
C 0.685 1.873 2.141
C -0.419 0.867 1.781
H 0.482 5.102 1.205
H 0.699 4.416 2.786
H 0.778 2.158 3.197
H 1.631 1.419 1.834
H -1.381 1.242 2.184
H -0.200 -0.057 2.330
Cl 1.241 -2.539 -2.887
C 1.845 -2.726 -1.258
C 2.497 -3.928 -0.967
C 3.042 -4.126 0.267
Cl 3.843 -5.634 0.616
C 2.984 -3.104 1.243
C 3.568 -3.230 2.523
C 3.505 -2.186 3.400
C 2.865 -1.005 2.983
N 2.310 -0.857 1.810
C 2.329 -1.881 0.932
C 1.684 -1.668 -0.353
O 1.056 -0.610 -0.707
H 2.565 -4.692 -1.729
H 4.063 -4.153 2.787
H 3.945 -2.249 4.385
H 2.812 -0.152 3.654
*
```

=====

Entry 3:
Density functional theory data (ωB97M-V/def2-TZVPD) for C19H50N7O8P2S2 as an isolated structure at a distorted geometry.

Calculated values
* total energy: -87573.979 eV

ORCA input file:
```
! wB97M-V def2-TZVPD RIJCOSX def2/J DEFGRID3
* xyz -1 1
C -1.885 -2.201 -3.750
C -0.831 -2.084 -4.844
C -1.054 -3.114 -5.964
S -1.906 -2.418 -7.368
O -2.518 -3.516 -8.085
O -2.887 -1.459 -6.861
N -0.681 -1.708 -8.115
S -1.031 -0.800 -9.370
O -2.170 -1.209 -10.157
O 0.185 -0.621 -10.140
C -1.412 0.842 -8.747
C -0.776 1.194 -7.395
O -1.626 2.064 -6.621
C -2.510 1.425 -5.784
C -3.933 1.279 -6.246
O -2.151 1.051 -4.700
H -1.933 -3.240 -3.408
H -1.625 -1.575 -2.898
H -2.862 -1.943 -4.158
H 0.159 -2.277 -4.424
H -0.797 -1.084 -5.271
H -1.578 -4.012 -5.641
H -0.080 -3.422 -6.346
H -2.489 0.967 -8.671
H -1.054 1.568 -9.474
H -0.479 0.320 -6.820
H 0.128 1.769 -7.587
H -3.987 0.966 -7.284
H -4.405 0.527 -5.621
H -4.470 2.221 -6.112
O 0.689 -0.422 -2.202
P 1.316 0.280 -1.064
N 0.956 1.918 -1.378
C 1.726 3.058 -0.935
C -0.462 2.217 -1.563
N 3.000 -0.085 -1.310
C 3.949 0.938 -1.714
C 3.204 -1.272 -2.140
N 1.435 0.289 0.601
C 0.202 0.528 1.348
C 2.638 0.287 1.411
H 1.636 3.271 0.144
H 1.377 3.944 -1.468
H 2.776 2.969 -1.179
H -1.031 2.184 -0.623
H -0.909 1.510 -2.262
H -0.584 3.212 -1.994
H 3.668 1.438 -2.650
H 4.930 0.477 -1.856
H 4.095 1.685 -0.933
H 3.075 -1.065 -3.209
H 2.511 -2.065 -1.871
H 4.220 -1.644 -1.984
H 0.053 1.593 1.563
H 0.205 -0.010 2.297
H -0.665 0.173 0.788
H 3.081 1.287 1.477
H 3.379 -0.410 1.035
H 2.391 -0.033 2.426
O -0.465 -0.520 5.219
P -0.331 -0.517 6.692
N -0.584 1.121 7.105
C -0.060 1.795 8.273
C -1.838 1.696 6.628
N 1.326 -0.999 6.892
C 2.335 -0.074 7.380
C 1.857 -1.700 5.722
N -0.850 -1.282 8.080
C -2.280 -1.208 8.375
C -0.040 -1.848 9.144
H -0.549 1.506 9.217
H -0.205 2.870 8.152
H 1.007 1.659 8.385
H -2.714 1.333 7.180
H -1.981 1.461 5.573
H -1.814 2.783 6.719
H 2.418 0.834 6.767
H 3.305 -0.574 7.381
H 2.159 0.205 8.419
H 2.140 -1.016 4.914
H 1.135 -2.405 5.321
H 2.747 -2.261 6.020
H -2.524 -0.350 9.012
H -2.618 -2.113 8.880
H -2.861 -1.122 7.455
H 0.323 -1.075 9.828
H 0.802 -2.411 8.756
H -0.644 -2.549 9.725
*
```

=====

Entry 4:
Density functional theory data (ωB97M-V/def2-TZVPD) for C14H14AlCl3F3N2O4S as an isolated structure.

Calculated values
* total energy: -89068.132 eV

ORCA input file:
```
! wB97M-V def2-TZVPD RIJCOSX def2/J DEFGRID3
* xyz 1 1
Al -0.386 -0.226 0.152
Cl -2.138 -4.924 5.221
C -1.697 -3.607 4.199
C -1.467 -2.341 4.769
C -1.111 -1.264 3.998
C -0.966 -1.403 2.610
O -0.609 -0.356 1.897
C -1.203 -2.676 2.038
C -1.078 -2.887 0.651
O -0.773 -2.011 -0.200
C -1.569 -3.777 2.853
H -1.577 -2.229 5.840
H -0.933 -0.293 4.441
H -1.265 -3.890 0.261
H -1.746 -4.743 2.396
F -2.795 -1.027 -4.127
C -2.617 -0.541 -2.917
F -3.124 -1.398 -2.025
F -3.291 0.617 -2.811
C -1.121 -0.309 -2.605
O -0.271 -0.628 -3.394
O -0.921 0.266 -1.452
Cl -3.345 0.617 0.589
C -2.713 2.203 0.173
Cl -0.994 2.363 0.656
H -3.257 2.960 0.721
H -2.749 2.326 -0.900
C 3.758 2.566 0.260
N 3.191 2.047 -0.968
C 3.502 2.667 -2.260
C 2.714 1.806 -3.263
N 2.104 0.796 -2.397
C 2.387 1.004 -1.122
S 1.896 0.001 0.207
H 4.847 2.542 0.203
H 3.428 1.960 1.097
H 3.433 3.597 0.408
H 4.577 2.637 -2.438
H 3.183 3.709 -2.255
H 3.364 1.330 -3.994
H 1.951 2.372 -3.795
H 1.385 0.144 -2.717
*
```

=====

Entry 5:
Density functional theory data (ωB97M-V/def2-TZVPD) for C4H11N2O as an isolated structure at a distorted geometry.

Calculated values
* total energy: -9341.655 eV

ORCA input file:
```
! wB97M-V def2-TZVPD RIJCOSX def2/J DEFGRID3
* xyz 1 1
C -0.728 -0.551 -0.137
C 0.258 -2.246 -0.565
C -0.339 1.883 0.131
C 1.452 0.270 0.477
N -2.031 -0.417 -0.095
N 0.194 0.537 -0.340
O -1.298 -0.725 1.094
H 1.025 -1.618 -1.044
H -0.375 -2.872 -1.164
H 0.423 -2.674 0.417
H -1.344 2.035 -0.119
H -0.264 2.081 1.160
H 0.291 2.598 -0.447
H 2.113 1.156 0.365
H 1.015 0.047 1.506
H 2.010 -0.565 0.206
H -2.610 0.434 -0.099
H 0.206 0.626 -1.345
*
```

=====

Entry 6:
Density functional theory data (ωB97M-V/def2-TZVPD) for the molecule C5H11N at a distorted geometry.

Calculated values
* total energy: -6852.676 eV

ORCA input file:
```
! wB97M-V def2-TZVPD RIJCOSX def2/J DEFGRID3
* xyz 0 1
C -2.118 0.530 -0.003
C -1.204 -0.635 0.131
C 0.057 -0.854 -0.130
N 0.851 -1.937 0.175
C 0.876 0.449 -0.687
C 1.531 1.210 0.458
H -1.569 1.463 -0.113
H -2.772 0.404 -0.871
H -2.757 0.604 0.882
H -1.732 -1.645 0.446
H 1.481 -2.236 -0.553
H 0.388 -2.696 0.651
H 0.239 1.103 -1.281
H 1.640 0.044 -1.354
H 0.774 1.648 1.108
H 2.170 2.010 0.082
H 2.143 0.540 1.060
*
```